Molecular formula: C6H4INS
Method: DFT, ωB97M-V/def2-TZVPD

The highest occupied orbital energy (alpha / beta) is -9.26 / -9.01 eV. Its maximum force is 3.35 eV/Å. The value obtained for the lowest unoccupied orbital energy (alpha / beta) is -1.83 / -1.28 eV.

Element x y z (Å)
1 I 3.072076 -0.470563 2.176841
2 S -1.924342 0.195370 1.384242
3 N 2.966826 0.821375 -1.452594
4 C -2.701204 -0.701870 0.093154
5 C 2.715199 1.006581 -0.330197
6 C -0.514906 -0.411866 -0.731059
7 C -0.435803 0.217223 0.412029
8 C 2.284389 1.118040 0.978258
9 C -1.820590 -0.925111 -0.983422
10 H -2.221919 -1.485372 -1.881135
11 H 0.263426 -0.555503 -1.463038
12 H 2.117309 2.073406 1.570548
13 H -3.800460 -0.881709 0.226373

Atomic forces in eV per Å
I -0.53 0.75 -0.40
S 1.22 -0.30 -1.41
N -0.02 0.18 0.71
C 0.43 0.29 -0.67
C -0.36 0.18 -1.24
C 0.10 -1.00 -2.23
C -0.80 0.96 2.66
C 0.23 0.06 2.13
C -3.10 -0.70 1.07
H 1.01 0.85 1.05
H 0.35 0.18 0.08
H 0.09 -1.40 -1.29
H 1.39 -0.04 -0.45

Molecular formula: C6H4N2O
Method: DFT, ωB97M-V/def2-TZVPD

The highest occupied orbital energy is -10.01 eV. As for the structure (SMILES): C=CO/C(C#N)=C/C#N. Its maximum force is 2.30 eV/Å. The value obtained for the lowest unoccupied orbital energy is -0.87 eV.

Element x y z (Å)
1 O -0.307520 0.103964 1.040432
2 N 1.969050 -2.225149 1.775610
3 N 1.551100 -2.560791 -2.516656
4 C -1.608461 2.035044 0.851227
5 C 1.103240 -1.726724 -1.879296
6 C -0.613869 1.293669 0.401550
7 C 1.352418 -1.538870 1.061678
8 C 0.373818 -0.752712 -1.086443
9 C 0.440126 -0.753655 0.277366
10 H 0.071778 1.543808 -0.380743
11 H -2.125943 1.777816 1.795083
12 H -0.321686 -0.178815 -1.696838
13 H -1.884051 2.982415 0.357028

Atomic forces in eV per Å
O 0.89 -0.42 -0.38
N -1.00 1.43 -1.47
N 0.58 -0.60 -0.62
C -0.39 0.66 0.43
C -0.84 1.01 1.27
C -0.69 0.15 0.70
C 0.68 -1.71 1.38
C 0.56 -1.26 0.33
C -0.43 1.13 -1.26
H 0.03 0.21 -0.46
H 0.16 -0.04 -0.91
H 0.06 0.09 0.63
H 0.40 -0.65 0.38

Molecular formula: C6H4NO3
Method: DFT, ωB97M-V/def2-TZVPD

The highest occupied orbital energy is -2.84 eV. As for the structure (SMILES): O=C1C=C(O)N2CC([O-])=C12. The net charge is -1. Its maximum force is 3.57 eV/Å. The value obtained for the lowest unoccupied orbital energy is 3.28 eV.

Element x y z (Å)
1 O 2.825544 0.434258 -2.269366
2 O -0.644070 -1.645538 0.323352
3 O 1.002058 3.686111 -0.744884
4 N 0.093553 0.577038 -0.021149
5 C 0.172871 -0.731093 -0.233524
6 C 1.111398 1.217552 -0.756017
7 C 1.826975 0.188051 -1.558292
8 C -0.608147 1.856891 0.232755
9 C 1.201039 -1.020855 -1.094864
10 C 0.712549 2.532582 -0.531208
11 H -0.496732 -2.481877 -0.307513
12 H -1.592476 1.917373 -0.237382
13 H 1.762391 -1.981929 -1.395646
14 H -0.868402 2.252574 1.277163

Atomic forces in eV per Å
O -0.44 -1.00 -0.28
O -0.29 -3.08 -1.60
O 0.15 0.61 -0.10
N -0.25 0.31 0.83
C -0.05 0.29 -0.24
C 1.28 -1.02 -1.35
C 0.64 2.64 1.43
C -0.57 1.20 1.15
C 2.21 -1.70 -1.89
C -1.74 -0.96 0.41
H -0.58 2.69 2.27
H 0.24 -0.01 -0.71
H -1.59 1.21 0.87
H 0.98 -1.18 -0.78

Molecular formula: C6H4O
Method: DFT, ωB97M-V/def2-TZVPD

The highest occupied orbital energy is -9.08 eV. As for the structure (SMILES): C=C=C=C=O.C#C. Its maximum force is 1.27 eV/Å. The value obtained for the lowest unoccupied orbital energy is -0.35 eV.

Element x y z (Å)
1 O -0.796848 -2.098014 1.545396
2 C -0.556026 0.735133 0.838319
3 C 1.181472 0.496483 -1.637634
4 C -0.301966 -1.761380 0.554820
5 C -1.371677 0.997929 1.677955
6 C 0.312546 -1.714793 -0.623367
7 C 0.805743 -0.693949 -1.233421
8 H 0.153452 0.739154 0.029677
9 H 0.530248 1.098769 -2.264278
10 H -2.078585 1.274962 2.417880
11 H 2.121641 0.925704 -1.305347

Atomic forces in eV per Å
O 0.40 0.22 -0.92
C -0.41 1.12 0.43
C 0.20 -0.33 -0.39
C -0.19 -1.07 0.53
C 0.17 0.09 -0.14
C 0.12 0.24 -0.03
C -0.08 0.22 0.17
H -0.22 -0.01 0.44
H 0.13 -0.16 -0.06
H -0.13 -0.15 0.14
H 0.00 -0.16 -0.18

Molecular formula: C6H4O
Method: DFT, ωB97M-V/def2-TZVPD

The highest occupied orbital energy is -10.63 eV. Its maximum force is 0.61 eV/Å. The value obtained for the lowest unoccupied orbital energy is -0.96 eV.

Element x y z (Å)
1 O -1.469622 -0.255101 1.061120
2 C 1.511217 -0.503601 -0.775296
3 C -1.774105 -0.643743 -2.367179
4 C 1.238101 0.626991 1.386465
5 C -0.773794 -0.299436 0.070415
6 C -1.322365 -0.522875 -1.257691
7 C 0.700366 -0.070411 0.157222
8 H 2.329816 0.611967 1.414412
9 H 0.842587 0.134928 2.277345
10 H 0.896851 1.666439 1.383881
11 H -2.179052 -0.745157 -3.350693

Atomic forces in eV per Å
O 0.27 0.00 -0.42
C -0.37 0.23 0.42
C 0.21 0.05 0.47
C 0.12 0.06 0.13
C -0.29 0.06 0.25
C -0.26 -0.10 -0.52
C 0.30 -0.15 -0.35
H -0.15 -0.01 -0.01
H 0.05 0.01 -0.12
H 0.05 -0.15 0.00
H 0.07 -0.01 0.16

Molecular formula: C6H4O
Method: DFT, ωB97M-V/def2-TZVPD

The highest occupied orbital energy is -8.52 eV. As for the structure (SMILES): C#Cc1ccco1. Its maximum force is 0.59 eV/Å. The value obtained for the lowest unoccupied orbital energy is 1.02 eV.

Element x y z (Å)
1 O -0.371394 -1.283041 -0.411043
2 C -0.384207 0.922984 -0.047104
3 C -1.634914 -0.910426 -0.095183
4 C 0.387540 -0.153913 -0.352536
5 C 2.921447 0.006290 0.159437
6 C 1.799658 -0.207175 -0.226585
7 C -1.704913 0.424962 0.147615
8 H -2.568306 0.977331 0.491263
9 H 0.001725 1.924404 0.085857
10 H -2.364226 -1.706887 -0.071978
11 H 3.852003 0.186950 0.647792

Atomic forces in eV per Å
O 0.14 0.04 0.09
C 0.01 0.01 0.06
C -0.15 0.10 0.02
C -0.05 0.21 0.23
C -0.38 -0.22 -0.07
C 0.48 0.19 0.27
C -0.10 -0.14 -0.04
H 0.06 -0.10 -0.23
H -0.17 -0.15 0.02
H 0.10 0.14 -0.05
H 0.05 -0.10 -0.32

Molecular formula: C6H4O
Method: DFT, ωB97M-V/def2-TZVPD

The highest occupied orbital energy is -8.85 eV. As for the structure (SMILES): O=C/C=C\C1=C=C1. Its maximum force is 0.84 eV/Å. The value obtained for the lowest unoccupied orbital energy is -0.24 eV.

Element x y z (Å)
1 O -0.813251 -1.685041 -0.956971
2 C 1.904642 0.005835 0.364631
3 C -0.037463 1.031023 -0.439858
4 C 1.975742 -0.924234 -0.687492
5 C 1.113257 0.217374 -0.685957
6 C -1.344993 -1.024305 -0.087757
7 C -1.108592 0.422278 0.103396
8 H 0.158367 2.097067 -0.352016
9 H 1.983442 0.376131 1.377260
10 H -1.765997 0.981664 0.757857
11 H -2.065154 -1.497793 0.606906

Atomic forces in eV per Å
O -0.24 0.23 0.44
C 0.78 -0.33 -0.04
C -0.41 0.04 -0.02
C 0.26 0.37 -0.12
C -0.16 -0.08 0.60
C 0.07 -0.11 -0.13
C -0.17 0.16 -0.26
H -0.24 -0.10 -0.04
H 0.36 -0.30 -0.07
H -0.26 0.02 -0.31
H 0.00 0.09 -0.05

Molecular formula: C6H4O
Method: DFT, ωB97M-V/def2-TZVPD

The highest occupied orbital energy is -9.48 eV. As for the structure (SMILES): C#CC#C[C@H]1CO1. Its maximum force is 0.48 eV/Å. The value obtained for the lowest unoccupied orbital energy is 0.85 eV.

Element x y z (Å)
1 O -2.303859 0.263077 0.873516
2 C 1.258742 -0.115003 0.328833
3 C -2.400610 -0.387501 -0.379310
4 C 2.640239 -0.174080 0.364983
5 C 0.069064 0.059058 0.201993
6 C -1.279875 0.513759 -0.076863
7 C 3.845299 -0.129551 0.327696
8 H -3.192879 -0.029677 -1.036930
9 H 4.908260 -0.050884 0.264819
10 H -2.250275 -1.465664 -0.361798
11 H -1.294103 1.516469 -0.506934

Atomic forces in eV per Å
O -0.04 0.04 0.21
C -0.40 0.15 -0.18
C -0.08 -0.17 -0.23
C 0.39 0.02 -0.01
C 0.47 0.04 0.03
C 0.20 0.04 -0.10
C -0.48 0.00 -0.01
H 0.13 -0.04 0.12
H -0.17 -0.10 0.08
H 0.06 0.18 0.02
H -0.08 -0.16 0.07